22
Properties=species:S:1:pos:R:3 method="wB97M-V/def2-TZVPD" spin_multiplicity=3 total_energy_ha=-839.3777 gap_ev="6.870 / 6.461" de_lowest_ev=1.0378
C -0.416 -1.378 0.735
C 1.161 0.538 0.593
C -0.665 -1.259 -0.540
C 0.746 0.815 -0.642
C -0.609 -1.751 2.111
C -1.487 -2.102 -1.484
C 1.375 1.879 -1.453
C 0.583 1.536 2.930
N -0.139 -0.080 -1.243
O -1.069 -1.046 3.016
S 2.010 0.864 1.996
H -0.319 -2.797 2.346
H -2.318 -2.669 -0.918
H -1.936 -1.544 -2.304
H -0.704 -2.687 -1.891
H 0.615 2.674 -1.773
H 2.076 2.472 -0.797
H 1.943 1.583 -2.348
H -0.237 1.258 2.136
H 0.699 2.594 3.093
H 0.531 0.966 3.912
H -0.406 0.056 -2.214

103
Properties=species:S:1:pos:R:3 method="wB97M-V/def2-TZVPD" total_energy_ha=-3347.4216 total_charge=+1 gap_ev=7.023
C 0.612 1.413 3.823
C 1.193 1.181 2.363
C 0.896 -0.279 1.851
I -1.257 -0.605 2.138
C 1.503 -0.665 0.463
C 0.828 -1.804 -0.445
C 0.304 -3.119 0.224
C 1.413 -3.575 1.247
C 1.203 -3.748 2.659
C 2.373 -4.132 3.458
C 3.691 -4.321 2.889
C 4.954 -4.683 3.720
C 3.889 -4.165 1.442
C 2.744 -3.788 0.656
C -0.092 -0.908 -1.385
C -1.612 -1.205 -1.404
O -2.214 -0.980 -2.720
C -3.479 -1.607 -2.769
C -4.745 -0.951 -2.142
O -3.547 -2.654 -3.330
N 0.397 0.530 -1.462
C 0.404 1.118 -2.847
C 1.657 0.860 -3.758
C 1.781 2.061 -4.803
C 2.267 3.395 -4.138
O 3.665 3.359 -3.771
C 3.849 4.519 -2.988
O 4.088 5.584 -3.449
P -0.720 1.715 -0.572
C -2.258 2.049 -1.579
O 0.022 3.228 -0.456
C 1.717 0.381 -0.719
C 2.685 1.602 -0.579
C 4.199 1.238 -0.882
C 4.742 0.044 -0.017
Cl 5.309 2.659 -0.568
H 1.347 2.044 4.377
H -0.385 1.904 3.789
H 0.548 0.425 4.340
H 0.836 1.992 1.687
H 2.316 1.271 2.416
H 1.374 -0.957 2.610
H 2.487 -1.141 0.735
H 1.565 -2.218 -1.184
H -0.716 -3.085 0.660
H 0.288 -3.928 -0.561
H 0.199 -3.580 3.100
H 2.296 -4.263 4.562
H 5.520 -3.734 3.933
H 4.738 -5.170 4.696
H 5.655 -5.311 3.107
H 4.866 -4.286 0.933
H 2.900 -3.636 -0.440
H 0.210 -1.258 -2.418
H -2.232 -0.630 -0.672
H -1.824 -2.290 -1.185
H -4.770 -1.168 -1.043
H -4.668 0.158 -2.308
H -5.662 -1.319 -2.666
H 0.211 2.226 -2.872
H -0.471 0.678 -3.400
H 2.641 0.808 -3.245
H 1.442 -0.057 -4.372
H 0.831 2.213 -5.368
H 2.621 1.752 -5.486
H 1.688 3.665 -3.207
H 2.130 4.264 -4.839
H 3.722 4.470 -1.868
H -3.122 1.661 -0.983
H -2.405 3.154 -1.670
H -2.305 1.573 -2.585
H -0.384 3.847 -1.095
H 2.336 -0.278 -1.399
H 2.407 2.332 -1.393
H 2.643 2.176 0.370
H 4.357 0.970 -1.957
H 4.485 -0.934 -0.517
H 4.260 0.044 0.990
H 5.845 0.071 0.124
C -3.907 5.603 -0.478
C -4.477 6.806 -0.488
C -4.257 7.770 0.617
O -4.776 8.863 0.610
C -3.377 7.342 1.730
C -2.807 6.138 1.738
C -3.027 5.178 0.635
O -2.503 4.077 0.643
H -4.058 4.887 -1.276
H -5.122 7.134 -1.294
H -3.226 8.058 2.527
H -2.162 5.809 2.543
C -4.786 -5.554 1.163
C -3.539 -5.090 1.112
C -2.707 -4.989 2.333
O -1.568 -4.563 2.286
C -3.312 -5.425 3.611
C -4.559 -5.889 3.663
C -5.393 -5.990 2.443
O -6.527 -6.414 2.488
H -5.409 -5.634 0.281
H -3.079 -4.767 0.186
H -2.688 -5.344 4.492
H -5.018 -6.211 4.590